[1]
A cluster of 2 separate species, C12H17N in total, computed with ωB97M-V/def2-TZVPD.

## Properties
Charge: 0
Energy above the lowest of the compared OMol25 structures with the same formula, charge and spin, kJ/mol: 60.9
Calculated total energy, hartree: -522.19707
Orbital gap, eV: 8.7373
HOMO, eV: -7.824

Each line ends with the Löwdin charge.
Positions of all 30 atoms, in Å:
1 C 2.530 0.324 -2.007  -0.054
2 C 1.751 1.149 -1.058  -0.235
3 C 2.287 1.856 -0.018  -0.061
4 N 1.289 2.359 0.781  0.073
5 C 0.071 1.953 0.296  -0.206
6 C -1.244 2.306 0.645  -0.024
7 C -2.255 1.819 -0.143  -0.105
8 C -2.025 1.008 -1.273  -0.101
9 C -0.718 0.813 -1.697  -0.036
10 C 0.331 1.208 -0.866  -0.151
11 H 3.603 0.392 -1.903  0.073
12 H 2.216 0.438 -3.048  0.078
13 H 2.292 -0.738 -1.833  0.078
14 H 3.312 2.133 0.152  0.120
15 H 1.460 3.020 1.517  0.150
16 H -1.446 2.789 1.565  0.095
17 H -3.294 1.930 0.135  0.097
18 H -2.806 0.759 -1.974  0.095
19 H -0.575 0.204 -2.580  0.111
20 C -0.801 -1.930 2.455  -0.122
21 C -0.108 -2.648 1.278  -0.300
22 C -0.836 -2.513 -0.087  -0.101
23 H -0.842 -0.855 2.268  0.060
24 H -0.249 -2.202 3.344  0.061
25 H -1.840 -2.251 2.540  0.069
26 H 0.890 -2.220 1.186  0.092
27 H -0.122 -3.674 1.563  0.077
28 H -1.241 -3.480 -0.349  0.061
29 H -1.517 -1.666 -0.024  0.056
30 H -0.111 -2.284 -0.864  0.051

***

[2]
The ion C12H17N2 with charge +1, computed with ωB97M-V/def2-TZVPD.

## Properties
Charge: +1
Energy above the lowest of the compared OMol25 structures with the same formula, charge and spin, kJ/mol: 192.6
Calculated total energy, hartree: -576.65545
Orbital gap, eV: 9.5161
HOMO, eV: -12.248

Each line ends with the Löwdin charge.
Positions of all 31 atoms, in Å:
1 C -1.092 -3.411 0.097  -0.010
2 N -0.573 -2.026 0.251  0.057
3 C -1.353 -1.004 0.005  -0.163
4 N -2.647 -1.083 -0.235  0.200
5 C -0.412 0.576 -0.026  -0.031
6 C -1.019 1.757 0.059  -0.246
7 C -2.505 2.082 0.187  -0.016
8 C -0.165 2.971 0.162  -0.042
9 C 0.985 0.306 -0.105  -0.291
10 C 1.739 0.767 0.978  0.003
11 C 3.134 0.401 0.880  -0.031
12 C 3.621 -0.363 -0.161  -0.104
13 C 2.869 -0.756 -1.251  -0.055
14 C 1.491 -0.353 -1.274  0.002
15 H -0.361 -4.145 0.362  0.095
16 H -1.564 -3.632 -0.788  0.068
17 H -1.849 -3.630 0.831  0.089
18 H 0.441 -1.817 0.405  0.163
19 H -3.239 -0.301 -0.513  0.116
20 H -3.267 -1.858 -0.007  0.136
21 H -2.879 1.263 0.854  0.096
22 H -3.117 1.911 -0.671  0.077
23 H -2.777 2.982 0.499  0.034
24 H -0.153 3.420 -0.819  0.097
25 H -0.469 3.877 0.825  0.138
26 H 0.870 2.726 0.371  0.056
27 H 1.423 1.367 1.789  0.115
28 H 3.811 0.587 1.647  0.087
29 H 4.696 -0.607 -0.236  0.122
30 H 3.434 -1.400 -1.969  0.126
31 H 0.928 -0.605 -2.145  0.109

***

[3]
The ion C12H17N2 with charge +1, computed with ωB97M-V/def2-TZVPD.

## Properties
Charge: +1
Energy above the lowest of the compared OMol25 structures with the same formula, charge and spin, kJ/mol: 121.2
Calculated total energy, hartree: -576.68265
Orbital gap, eV: 9.5509
HOMO, eV: -12.049

Each line ends with the Löwdin charge.
Positions of all 31 atoms, in Å:
1 C 2.211 -2.324 -2.688  -0.025
2 C 1.745 -1.522 -1.548  -0.304
3 C 0.545 -1.505 -1.010  0.000
4 C 0.516 -0.663 0.234  -0.398
5 C 0.330 -1.571 1.425  -0.008
6 N -0.387 0.414 0.467  0.035
7 C -0.025 1.427 1.266  -0.002
8 C -1.069 2.293 1.398  -0.216
9 C -1.315 3.557 2.168  0.018
10 N -2.102 1.706 0.644  0.198
11 C -1.615 0.586 0.051  -0.208
12 C -2.474 -0.316 -0.798  0.053
13 C 2.065 -0.191 0.238  0.047
14 C 2.647 -0.686 -0.857  -0.015
15 H 1.382 -2.928 -3.116  0.100
16 H 2.951 -2.990 -2.392  0.061
17 H 2.734 -1.678 -3.483  0.128
18 H -0.285 -2.099 -1.317  0.115
19 H 1.173 -2.238 1.546  0.101
20 H -0.714 -2.114 1.525  0.137
21 H 0.256 -0.917 2.314  0.090
22 H 0.848 1.524 1.878  0.143
23 H -0.329 3.684 2.658  0.108
24 H -1.454 4.277 1.350  0.105
25 H -2.148 3.421 2.784  0.070
26 H -3.021 2.009 0.823  0.166
27 H -1.793 -0.809 -1.473  0.063
28 H -2.999 -1.041 -0.195  0.094
29 H -3.286 0.295 -1.288  0.120
30 H 2.387 0.405 1.033  0.088
31 H 3.691 -0.442 -1.013  0.134